(1)
A 3-piece molecular cluster, C18H45BFN4O8PSSi overall, computed with ωB97M-V/def2-TZVPD.

CARTESIAN COORDINATES (ANGSTROEM)
C1 -5.494 2.726 -4.997
C2 -5.383 1.938 -3.693
C3 -5.817 0.492 -3.852
N1 -5.036 -0.194 -4.906
Si1 -5.031 -1.931 -4.921
C4 -6.477 -2.724 -4.090
B1 -5.996 -3.649 -2.901
O1 -5.748 -3.124 -1.651
O2 -5.787 -4.989 -3.086
P1 -5.035 -2.626 -7.086
S1 -5.914 -4.357 -7.356
C5 -3.413 -2.686 -4.185
O3 -3.054 -3.788 -4.541
N2 -2.777 -1.944 -3.135
C6 -1.862 -2.618 -2.283
O4 -1.894 -2.569 -1.103
F1 -0.922 -3.286 -2.936
H1 -6.422 2.449 -5.496
H2 -4.670 2.520 -5.673
H3 -5.538 3.795 -4.804
H4 -4.377 1.986 -3.274
H5 -6.053 2.395 -2.965
H6 -6.861 0.502 -4.165
H7 -5.766 -0.027 -2.893
H8 -4.098 0.190 -4.926
H9 -6.963 -3.373 -4.821
H10 -7.212 -1.990 -3.761
H11 -6.422 -2.481 -1.405
H12 -5.119 -5.218 -3.742
H13 -3.688 -2.586 -7.496
H14 -5.643 -1.595 -7.819
H15 -2.367 -1.091 -3.499
C7 -2.512 1.966 1.120
O5 -1.635 0.917 1.469
C8 -1.169 0.150 0.361
C9 0.322 0.322 0.187
N3 0.644 1.673 -0.254
C10 2.070 1.985 -0.258
C11 2.795 2.013 1.081
O6 2.383 3.063 1.939
C12 1.269 2.770 2.764
H16 -2.851 2.427 2.046
H17 -2.019 2.729 0.507
H18 -3.385 1.588 0.578
H19 -1.698 0.435 -0.555
H20 -1.389 -0.896 0.564
H21 0.677 -0.390 -0.564
H22 0.797 0.066 1.144
H23 0.167 2.331 0.348
H24 2.189 2.968 -0.719
H25 2.577 1.266 -0.909
H26 3.853 2.194 0.875
H27 2.741 1.052 1.605
H28 1.222 1.710 3.028
H29 0.333 3.072 2.288
H30 1.376 3.353 3.680
C13 5.206 2.760 4.938
O7 5.219 1.638 5.800
C14 4.238 0.661 5.480
C15 4.891 -0.622 5.020
N4 5.526 -0.442 3.721
C16 6.347 -1.566 3.285
C17 7.599 -1.887 4.091
O8 8.597 -0.888 4.023
C18 8.502 0.143 4.988
H31 5.932 3.478 5.316
H32 5.484 2.483 3.915
H33 4.219 3.231 4.923
H34 3.552 1.036 4.714
H35 3.658 0.462 6.386
H36 4.128 -1.402 4.934
H37 5.602 -0.930 5.799
H38 6.102 0.390 3.755
H39 6.660 -1.362 2.258
H40 5.717 -2.460 3.252
H41 8.044 -2.786 3.658
H42 7.369 -2.122 5.138
H43 8.075 -0.222 5.926
H44 7.906 0.988 4.631
H45 9.512 0.504 5.182

E_HOMO: -8.54 eV
SMILES string: CCCN[Si@@](CB(O)O)([PH2]=S)C(=O)NC(=O)F.COCCNCCOC.COCCNCCOC
Maximum force: 0.869 eV/A

(2)
A 4-piece molecular cluster, H9O4 overall in a non-equilibrium geometry, computed with ωB97M-V/def2-TZVPD.

CARTESIAN COORDINATES (ANGSTROEM)
O1 1.693 -0.202 1.760
H1 2.552 -0.646 1.539
H2 1.557 -0.866 2.513
O2 1.617 -0.182 -1.634
H3 1.479 0.324 -2.392
H4 2.425 -0.568 -1.336
O3 -2.941 0.651 -0.269
H5 -3.172 0.409 0.635
H6 -3.696 0.542 -0.732
O4 -0.414 -0.145 0.102
H7 0.251 -0.108 -0.719
H8 -1.358 0.189 0.009
H9 0.327 -0.258 0.816

E_HOMO: -16.68 eV
Total charge: +1
Energy above the lowest of the compared OMol25 structures with the same formula, charge and spin: 146.2 kJ/mol
Maximum force: 5.443 eV/A

(3)
A 13-piece molecular cluster, C31H94N20O13 overall in a non-equilibrium geometry, computed with ωB97M-V/def2-TZVPD.

CARTESIAN COORDINATES (ANGSTROEM)
C1 2.345 -2.070 -4.687
O1 3.214 -1.217 -4.425
N1 1.913 -2.307 -5.922
N2 1.846 -2.877 -3.790
H1 1.387 -3.157 -6.070
H2 2.296 -1.776 -6.691
H3 1.029 -3.460 -3.906
H4 2.326 -2.865 -2.901
C2 5.135 1.875 -4.501
O2 5.851 2.802 -4.653
N3 5.455 0.708 -4.714
N4 3.884 1.957 -4.244
H5 6.430 0.473 -4.837
H6 4.795 -0.004 -4.434
H7 3.297 1.137 -4.314
H8 3.539 2.893 -4.085
C3 -3.208 -1.253 -1.730
O3 -4.375 -1.411 -1.923
N5 -2.753 -0.616 -0.662
N6 -2.214 -1.822 -2.369
H9 -1.778 -0.730 -0.423
H10 -3.262 -0.204 0.107
H11 -2.359 -2.480 -3.121
H12 -1.242 -1.695 -2.124
C4 2.270 2.869 2.575
O4 2.884 3.167 1.619
N7 2.820 2.277 3.638
N8 1.068 3.330 2.768
H13 2.534 2.429 4.595
H14 3.741 1.894 3.480
H15 0.355 2.817 3.267
H16 0.707 3.952 2.059
C5 1.336 4.335 -3.872
O5 2.512 4.285 -3.681
N9 0.446 3.653 -3.194
N10 0.863 4.761 -4.988
H17 -0.536 3.869 -3.294
H18 0.806 3.058 -2.461
H19 1.465 5.274 -5.617
H20 -0.145 4.734 -5.039
C6 -2.042 3.971 0.187
O6 -1.448 3.896 1.226
N11 -2.123 5.003 -0.559
N12 -2.818 3.032 -0.307
H21 -2.658 5.066 -1.413
H22 -1.436 5.696 -0.298
H23 -2.974 2.975 -1.303
H24 -2.970 2.202 0.248
C7 5.014 3.981 -1.087
O7 5.818 4.094 -2.042
N13 5.293 3.779 0.119
N14 3.680 3.961 -1.145
H25 4.533 3.743 0.783
H26 6.276 3.684 0.329
H27 3.216 3.950 -2.042
H28 3.077 3.883 -0.339
C8 -3.727 2.832 4.396
C9 -2.651 1.700 4.404
C10 -3.230 0.336 4.842
O8 -3.389 0.261 6.241
C11 -4.162 -0.867 6.560
N15 -2.172 1.514 3.037
H29 -4.678 2.504 3.975
H30 -3.428 3.702 3.812
H31 -3.892 3.140 5.428
H32 -1.849 2.066 5.045
H33 -2.617 -0.482 4.463
H34 -4.234 0.342 4.416
H35 -5.175 -0.727 6.182
H36 -4.253 -0.869 7.646
H37 -3.621 -1.741 6.196
H38 -2.966 1.317 2.446
H39 -1.886 2.417 2.688
C12 -2.028 4.674 -7.023
C13 -2.657 3.865 -5.896
C14 -2.222 2.434 -5.873
O9 -3.132 1.661 -5.148
C15 -2.612 0.549 -4.468
N16 -2.262 4.671 -4.751
H40 -2.350 4.365 -8.017
H41 -0.940 4.609 -6.978
H42 -2.325 5.719 -7.116
H43 -3.724 4.035 -6.046
H44 -1.323 2.383 -5.259
H45 -1.916 1.973 -6.812
H46 -1.902 -0.016 -5.073
H47 -3.381 -0.152 -4.143
H48 -2.145 0.866 -3.536
H49 -3.046 4.652 -4.115
H50 -2.287 5.639 -5.038
C16 1.344 -4.365 1.076
C17 1.939 -4.271 -0.322
C18 2.995 -3.136 -0.508
O10 3.586 -3.253 -1.773
C19 4.684 -2.320 -1.976
N17 2.510 -5.556 -0.536
H51 0.464 -4.998 0.964
H52 1.006 -3.407 1.469
H53 1.967 -5.026 1.679
H54 1.200 -4.099 -1.104
H55 3.819 -3.138 0.207
H56 2.488 -2.176 -0.414
H57 5.132 -2.464 -2.959
H58 5.451 -2.479 -1.217
H59 4.390 -1.273 -1.909
H60 2.690 -5.477 -1.526
H61 3.448 -5.661 -0.176
C20 3.222 -3.792 7.176
C21 2.768 -3.012 5.885
C22 1.980 -1.708 6.138
O11 1.587 -1.251 4.866
C23 0.636 -0.146 4.880
N18 3.987 -2.697 5.142
H62 3.492 -4.769 6.775
H63 2.415 -3.923 7.897
H64 4.140 -3.380 7.596
H65 2.103 -3.625 5.277
H66 2.560 -0.982 6.708
H67 1.047 -2.016 6.611
H68 0.892 0.531 5.695
H69 -0.339 -0.578 5.105
H70 0.675 0.385 3.929
H71 3.807 -2.267 4.246
H72 4.567 -3.500 4.944
C24 1.461 0.150 -1.880
C25 0.524 1.002 -0.954
C26 0.154 0.343 0.386
O12 -0.345 -0.969 0.279
C27 -0.899 -1.516 1.503
N19 1.163 2.311 -0.735
H73 2.497 -0.109 -1.665
H74 1.509 0.561 -2.888
H75 0.992 -0.827 -1.990
H76 -0.422 1.296 -1.410
H77 -0.393 1.035 1.027
H78 1.122 0.296 0.886
H79 -1.870 -1.043 1.650
H80 -0.238 -1.449 2.367
H81 -1.053 -2.585 1.356
H82 2.145 2.214 -0.518
H83 0.743 2.769 0.061
C28 -2.287 -5.521 1.784
C29 -3.776 -5.373 1.988
C30 -4.248 -3.849 1.961
O13 -5.631 -3.844 2.112
C31 -6.187 -2.572 1.791
N20 -4.234 -6.067 0.789
H84 -1.685 -4.957 2.497
H85 -1.958 -5.232 0.786
H86 -2.001 -6.566 1.909
H87 -4.179 -5.928 2.836
H88 -3.879 -3.305 1.091
H89 -3.840 -3.247 2.772
H90 -7.182 -2.402 2.202
H91 -6.416 -2.405 0.738
H92 -5.680 -1.680 2.158
H93 -4.272 -5.392 0.039
H94 -5.221 -6.207 0.950

E_HOMO: -7.48 eV
Energy above the lowest of the compared OMol25 structures with the same formula, charge and spin: 569.0 kJ/mol
Maximum force: 10.778 eV/A

(4)
The molecule C2HNOS in a non-equilibrium geometry, computed with ωB97M-V/def2-TZVPD.

CARTESIAN COORDINATES (ANGSTROEM)
C1 -0.038 1.235 0.047
C2 0.218 -0.307 -0.164
N1 0.669 -1.480 -0.422
O1 0.553 2.239 -0.107
S1 -1.473 0.472 0.597
H1 0.071 -2.158 0.048

E_HOMO: -9.94 eV
SMILES string: [H]/N=c1\sc1=O
Energy above the lowest of the compared OMol25 structures with the same formula, charge and spin: 200.1 kJ/mol
Maximum force: 4.068 eV/A

(5)
C48H53CdClN4O4P3Si2 as an isolated structure, computed with ωB97M-V/def2-TZVPD.

CARTESIAN COORDINATES (ANGSTROEM)
Cd1 -0.704 -0.712 0.047
C1 -0.584 -2.005 5.200
Si1 -1.441 -1.249 3.712
C2 -2.622 -2.568 3.120
C3 -2.495 0.175 4.359
N1 -0.441 -0.658 2.468
P1 1.126 -0.590 2.081
C4 1.407 0.000 0.513
P2 0.947 1.599 0.163
N2 -0.629 1.857 0.004
Si2 -1.617 3.158 -0.446
C5 -3.334 2.960 0.293
C6 -1.921 3.298 -2.293
C7 -1.070 4.871 0.130
C8 1.646 2.807 1.348
C9 3.004 3.125 1.344
C10 3.529 3.990 2.291
C11 2.701 4.548 3.259
C12 1.352 4.230 3.278
C13 0.831 3.362 2.327
C14 1.834 2.021 -1.400
C15 1.717 3.277 -1.995
C16 2.344 3.556 -3.201
C17 3.093 2.573 -3.839
C18 3.215 1.319 -3.258
C19 2.594 1.049 -2.043
C20 1.892 -2.256 2.134
C21 2.265 -2.839 3.345
C22 2.767 -4.131 3.385
C23 2.891 -4.865 2.212
C24 2.528 -4.294 1.003
C25 2.045 -2.993 0.964
C26 2.087 0.263 3.387
C27 1.477 0.906 4.454
C28 2.238 1.511 5.450
C29 3.621 1.477 5.379
C30 4.243 0.847 4.307
C31 3.481 0.248 3.318
H1 -1.355 -2.219 5.949
H2 0.159 -1.350 5.657
H3 -0.101 -2.948 4.940
H4 -3.284 -2.858 3.941
H5 -2.069 -3.453 2.791
H6 -3.250 -2.255 2.282
H7 -3.276 -0.183 5.037
H8 -2.978 0.701 3.531
H9 -1.898 0.912 4.901
H10 -3.911 2.194 -0.228
H11 -3.883 3.903 0.207
H12 -3.289 2.690 1.353
H13 -2.256 2.338 -2.697
H14 -1.040 3.608 -2.861
H15 -2.714 4.030 -2.472
H16 -1.286 5.007 1.191
H17 -1.648 5.618 -0.425
H18 -0.011 5.091 -0.006
H19 3.654 2.681 0.598
H20 4.586 4.225 2.282
H21 3.112 5.220 4.003
H22 0.705 4.652 4.038
H23 -0.217 3.088 2.350
H24 1.132 4.050 -1.512
H25 2.249 4.540 -3.643
H26 3.577 2.785 -4.784
H27 3.795 0.547 -3.751
H28 2.686 0.085 -1.555
H29 2.179 -2.275 4.265
H30 3.055 -4.568 4.334
H31 3.259 -5.883 2.244
H32 2.593 -4.866 0.086
H33 1.760 -2.543 0.021
H34 0.397 0.950 4.492
H35 1.747 2.012 6.275
H36 4.216 1.950 6.151
H37 5.325 0.828 4.242
H38 3.961 -0.242 2.479
N3 -2.665 -1.261 -2.812
P3 -0.978 -0.956 -2.870
C32 -0.825 -0.031 -4.445
C33 -0.115 1.162 -4.449
C34 0.049 1.879 -5.629
C35 -0.505 1.410 -6.808
C36 -1.215 0.213 -6.814
C37 -1.364 -0.506 -5.642
C38 -0.285 -2.560 -3.389
C39 -1.043 -3.665 -3.752
C40 -0.422 -4.834 -4.167
C41 0.962 -4.906 -4.219
C42 1.725 -3.811 -3.836
C43 1.104 -2.645 -3.417
C44 -3.488 -1.024 -1.728
C45 -4.871 -1.205 -1.872
C46 -5.691 -0.963 -0.797
C47 -5.145 -0.528 0.407
C48 -3.780 -0.377 0.463
N4 -2.964 -0.630 -0.570
H39 -3.154 -1.576 -3.637
H40 0.316 1.535 -3.527
H41 0.610 2.804 -5.615
H42 -0.381 1.969 -7.727
H43 -1.638 -0.165 -7.737
H44 -1.877 -1.462 -5.669
H45 -2.122 -3.644 -3.651
H46 -1.022 -5.700 -4.417
H47 1.445 -5.825 -4.525
H48 2.806 -3.872 -3.843
H49 1.702 -1.800 -3.088
H50 -5.270 -1.542 -2.820
H51 -6.759 -1.111 -0.895
H52 -5.753 -0.317 1.274
H53 -3.288 -0.039 1.367
O1 -1.126 -4.670 1.094
Cl1 -1.163 -4.418 -0.320
O2 -2.460 -4.734 -0.863
O3 -0.130 -5.149 -1.005
O4 -0.921 -2.977 -0.555

E_HOMO: -4.61 eV
Total charge: -1
Energy above the lowest of the compared OMol25 structures with the same formula, charge and spin: 0.0 kJ/mol
Maximum force: 0.452 eV/A

(6)
An isolated ion of composition C4H8N and charge +1 in a non-equilibrium geometry, computed with ωB97M-V/def2-TZVPD.

CARTESIAN COORDINATES (ANGSTROEM)
C1 -2.033 0.048 -0.163
C2 -0.742 0.709 0.291
C3 -0.778 -0.835 0.206
C4 0.217 0.027 -0.529
N1 1.765 0.014 0.053
H1 -2.875 0.050 0.655
H2 -2.208 0.093 -1.294
H3 -0.541 1.291 1.082
H4 -0.537 -1.588 0.818
H5 0.133 0.075 -1.648
H6 2.277 0.745 -0.433
H7 2.249 -0.924 -0.022
H8 1.713 0.409 0.958

E_HOMO: -14.04 eV
SMILES string: [NH3+][C@@H]1[C@H]2C[C@@H]12
Total charge: +1
Energy above the lowest of the compared OMol25 structures with the same formula, charge and spin: 214.8 kJ/mol
Maximum force: 5.375 eV/A

> Among the records above, which one has the highest maximum force?

C31H94N20O13